# 1
{
  "formula": "C8H17N2",
  "method": "the ωB97M-V functional and the def2-TZVPD basis",
  "e_lumo_ev": -3.993,
  "charge": 1,
  "homo_lumo_gap_ev": 8.38,
  "max_force_ev_per_a": 3.85,
  "elements": ["C", "C", "C", "C", "C", "C", "C", "C", "N", "N", "H", "H", "H", "H", "H", "H", "H", "H", "H", "H", "H", "H", "H", "H", "H", "H", "H"],
  "xyz": [[-1.931, 1.117, 1.442], [0.384, -2.091, -0.433], [1.099, -0.887, 0.147], [-0.856, 1.401, 0.386], [-1.135, -2.198, -0.550], [1.657, -0.442, 1.398], [-0.636, 2.809, -0.121], [1.556, -0.796, -2.465], [1.052, -1.039, -1.124], [-0.585, 1.115, 1.817], [-2.735, 1.865, 1.895], [-2.503, 0.199, 1.162], [0.857, -3.147, -0.333], [-1.513, -1.145, -0.668], [-1.532, -2.579, 0.365], [-1.416, -2.781, -1.404], [1.944, -1.173, 2.076], [-0.588, 0.554, -0.255], [2.486, 0.221, 1.300], [0.130, 2.729, -0.960], [-0.189, 3.425, 0.663], [-1.464, 3.398, -0.475], [2.049, 0.162, -2.563], [2.423, -1.529, -2.654], [0.809, -1.099, -3.112], [-0.273, 1.902, 2.380], [0.910, 0.011, 2.087]]
}

# 2
{
  "formula": "C8H17N2O",
  "method": "the ωB97M-V functional and the def2-TZVPD basis",
  "e_lumo_ev": -4.185,
  "charge": 1,
  "homo_lumo_gap_ev": 7.76,
  "max_force_ev_per_a": 3.88,
  "elements": ["C", "C", "C", "N", "C", "C", "C", "N", "C", "C", "O", "H", "H", "H", "H", "H", "H", "H", "H", "H", "H", "H", "H", "H", "H", "H", "H", "H"],
  "xyz": [[-0.243, -1.480, -1.369], [0.654, -0.785, -0.676], [0.237, 0.869, -0.409], [-1.179, 1.003, -0.138], [-1.745, 0.404, 0.838], [-3.250, 0.439, 0.969], [-4.105, 0.732, -0.306], [1.987, -1.148, -0.224], [2.739, -0.439, 0.854], [4.177, -1.075, 0.976], [2.053, -0.420, 2.035], [-0.193, -2.592, -1.618], [-1.079, -1.045, -1.811], [0.620, 1.395, -1.304], [0.856, 1.146, 0.453], [-1.799, 1.470, -0.803], [-1.095, 0.052, 1.545], [-3.305, 1.141, 1.714], [-3.634, -0.481, 1.359], [-3.741, 1.565, -0.898], [-5.110, 0.961, -0.098], [-3.933, -0.106, -1.008], [2.086, -2.113, -0.263], [2.766, 0.579, 0.393], [3.961, -2.081, 1.101], [4.727, -0.762, 1.864], [4.785, -0.870, 0.106], [2.249, -1.247, 2.624]]
}

# 3
{
  "formula": "C8H17N2O",
  "method": "the ωB97M-V functional and the def2-TZVPD basis",
  "e_lumo_ev": -3.693,
  "charge": 1,
  "homo_lumo_gap_ev": 8.68,
  "max_force_ev_per_a": 3.88,
  "elements": ["C", "C", "C", "C", "N", "C", "C", "N", "C", "C", "O", "H", "H", "H", "H", "H", "H", "H", "H", "H", "H", "H", "H", "H", "H", "H", "H", "H"],
  "xyz": [[-3.129, -0.678, 0.679], [-2.661, 0.471, -0.131], [-3.708, 1.427, -0.360], [-1.337, 0.644, -0.408], [-0.473, -0.419, -0.091], [0.855, -0.619, 0.066], [1.040, -2.055, 0.322], [1.925, 0.133, -0.275], [3.213, -0.542, -0.539], [2.270, 1.535, -0.074], [3.289, 1.715, 0.925], [-2.972, -1.513, 0.090], [-4.149, -0.530, 1.035], [-2.558, -1.013, 1.649], [-4.363, 1.125, -1.192], [-3.254, 2.336, -0.623], [-4.358, 1.654, 0.469], [-1.037, 1.511, -0.867], [-1.047, -1.238, 0.111], [1.864, -2.320, 1.046], [1.352, -2.623, -0.643], [0.164, -2.599, 0.774], [3.735, -1.018, 0.297], [3.189, -1.261, -1.393], [3.984, 0.210, -0.800], [1.323, 1.994, 0.357], [2.659, 1.868, -0.999], [4.184, 1.805, 0.574]]
}

> charge of number 1 (C8H17N2)?

+1

> Which formula does entry 2 have?

C8H17N2O